No. 1
DFT (ωB97M-V/def2-TZVPD) results for 13 unconnected molecules or ions with the total composition C54H138N12O4 in a non-equilibrium geometry.

orbital gap = 6.01 eV
LUMO level = -5.392 eV
net charge = +2

```
208
Properties=species:S:1:pos:R:3:mulliken_charge:R:1
N -5.95032 -1.29158 3.08569 -0.312
H -6.22341 -2.25395 2.87242 0.405
H -5.00703 -1.20411 2.64380 0.313
H -5.87806 -1.29699 4.10564 0.380
H -6.67094 -0.64362 2.77465 0.403
N 0.30614 3.85817 -1.62715 3.229
H -0.48970 4.24611 -2.17709 0.319
H 0.10345 2.83711 -1.50983 -0.188
H 0.44303 4.32427 -0.71055 0.222
H 1.16432 3.96412 -2.23709 -0.061
N -2.57061 -4.50918 -1.50526 0.074
H -1.80761 -5.17834 -1.86330 -0.021
H -3.00249 -4.13050 -2.34290 0.467
H -2.08365 -3.86775 -0.85377 0.064
H -3.18454 -5.08950 -0.94404 0.459
N -2.98722 -4.13428 2.52482 0.481
H -3.87206 -3.95363 2.99010 0.402
H -2.61442 -3.36528 1.93691 -0.263
H -3.32248 -4.85646 1.88478 0.448
H -2.26280 -4.45140 3.22029 -0.135
C -2.49141 0.72340 1.12107 -1.005
C -1.66180 1.43927 0.20824 0.406
C -0.75599 0.57244 -0.76096 1.342
O -0.02765 1.14045 -1.58016 -0.846
C -0.81082 -0.83387 -0.61910 0.171
C -1.58424 -1.44608 0.32807 -0.008
C -2.54613 -0.64184 1.19177 0.001
O -3.37671 -1.14626 2.04980 -1.086
O -1.51840 -2.72592 0.44253 -0.728
O -1.59522 2.65508 0.12044 -0.429
H -3.06981 1.39246 1.74551 0.336
H -0.11044 -1.39061 -1.22880 -0.639
C 0.39535 -6.88927 -4.61987 -1.630
C -0.50999 -6.04352 -3.76449 0.135
N -0.71461 -6.40903 -2.35098 0.775
C -1.21364 -7.77471 -2.17130 -0.646
C -2.61735 -7.96683 -2.68795 -1.198
C 0.51163 -6.16946 -1.59519 0.069
C 0.27728 -6.12099 -0.07860 -1.533
H 0.12687 -7.94525 -4.68741 0.369
H 1.45031 -6.91387 -4.32965 0.328
H 0.43578 -6.48813 -5.63390 0.425
H -0.19757 -4.99519 -3.83114 -0.564
H -1.47695 -5.97534 -4.27801 0.489
H -0.51417 -8.48055 -2.63216 0.401
H -1.22600 -8.00970 -1.10592 0.333
H -3.05959 -8.90788 -2.36553 0.438
H -3.28649 -7.24188 -2.20070 0.141
H -2.74281 -7.76317 -3.74965 0.297
H 0.95618 -5.18958 -1.78323 -0.283
H 1.30399 -6.90097 -1.78739 0.437
H 0.07396 -7.11348 0.33454 0.550
H -0.49138 -5.39750 0.20030 -0.034
H 1.18534 -5.86534 0.47105 0.558
C 0.84452 -0.57552 -3.38384 0.202
C 0.26454 -2.00222 -3.47184 -0.878
N 0.56039 -2.72134 -4.70039 1.207
C 1.97016 -2.99649 -4.89908 -0.645
C 2.67062 -3.72531 -3.77076 -0.123
C -0.14326 -2.18314 -5.85247 -0.293
C -0.00542 -3.05827 -7.10260 -1.566
H 1.93544 -0.54362 -3.37384 0.158
H 0.52739 -0.09641 -2.45443 -0.427
H 0.50940 0.01054 -4.23920 -0.027
H 0.58951 -2.60352 -2.61534 -0.327
H -0.81878 -1.98480 -3.30521 0.408
H 2.03545 -3.64671 -5.77535 0.436
H 2.58443 -2.14725 -5.23965 0.364
H 2.60848 -3.21059 -2.81086 -0.508
H 2.22338 -4.71576 -3.66026 -0.191
H 3.72381 -3.87104 -4.00624 0.533
H 0.19253 -1.18244 -6.15357 0.272
H -1.21435 -2.14065 -5.64497 0.351
H -0.61756 -2.59438 -7.87958 0.443
H -0.36251 -4.08530 -7.00624 0.251
H 1.00554 -3.10917 -7.50459 0.373
C 1.43696 5.85634 -4.79265 -1.134
C 1.96617 4.41195 -4.77236 -0.676
N 2.46509 4.03881 -3.44315 0.242
C 2.77715 2.60524 -3.43591 -0.347
C 3.27664 2.06331 -2.09600 -0.009
C 3.54806 4.88588 -2.96595 -0.248
C 4.84246 4.84384 -3.75518 -1.676
H 0.90504 6.09398 -5.71188 0.458
H 2.18020 6.61459 -4.55838 0.352
H 0.68447 5.91034 -3.99799 -0.031
H 1.11753 3.76950 -5.01342 0.312
H 2.76616 4.27267 -5.50734 0.523
H 1.82866 2.07877 -3.58610 -0.831
H 3.42026 2.25893 -4.25309 0.699
H 4.35287 2.17515 -1.94722 0.566
H 2.84681 2.65962 -1.28511 -0.606
H 2.97363 1.02699 -1.97428 -0.021
H 3.73322 4.58706 -1.92857 0.035
H 3.14282 5.88676 -2.79867 0.415
H 5.18162 3.81545 -3.90484 0.277
H 5.64246 5.28563 -3.15916 0.455
H 4.79495 5.30441 -4.74072 0.326
C -3.55060 4.99875 -5.34331 -1.564
C -2.13331 4.89778 -4.75541 -0.880
N -2.04260 4.24915 -3.42960 0.396
C -2.47755 2.84588 -3.45291 -0.473
C -1.65465 1.97211 -4.39987 -0.965
C -2.88031 4.96979 -2.44282 -0.478
C -2.43900 6.40712 -2.16162 -1.451
H -4.13567 5.72819 -4.78590 0.307
H -4.04552 4.02916 -5.32723 0.293
H -3.50322 5.31301 -6.38549 0.443
H -1.48804 4.37389 -5.46558 0.469
H -1.60014 5.84454 -4.65208 0.514
H -3.54565 2.77139 -3.67933 0.641
H -2.26592 2.43419 -2.46733 -0.286
H -1.82368 2.21872 -5.44893 0.555
H -1.83040 0.91414 -4.20471 0.451
H -0.58761 2.11310 -4.21512 -0.337
H -3.93916 4.91457 -2.71286 0.755
H -2.78502 4.38908 -1.52264 0.146
H -2.84872 6.66773 -1.18339 0.437
H -1.36284 6.54818 -2.03735 0.128
H -2.73836 7.16552 -2.88446 0.374
C 0.96043 -4.72661 3.31863 -1.259
C 0.27016 -4.14919 4.56688 0.225
N -1.09783 -4.70584 4.66570 0.487
C -1.15448 -6.14282 4.95416 -0.558
C -2.50426 -6.75187 4.57964 -1.124
C -1.85230 -3.98862 5.72235 -1.142
C -2.11900 -2.51209 5.41686 -0.313
H 1.89673 -4.24213 3.04122 0.602
H 0.29354 -4.59916 2.46256 -0.030
H 1.19887 -5.78463 3.42299 0.533
H 0.79358 -4.40033 5.49431 0.312
H 0.16582 -3.07561 4.44166 -0.643
H -0.42989 -6.68583 4.34815 0.242
H -0.91542 -6.39559 5.99379 0.382
H -3.36871 -6.26050 5.03339 0.279
H -2.66149 -6.67957 3.49883 0.159
H -2.61153 -7.80613 4.83115 0.444
H -1.27154 -4.09177 6.64981 0.513
H -2.77077 -4.51559 5.98372 0.548
H -2.29123 -2.36803 4.34452 -0.217
H -1.20566 -1.93722 5.57034 -0.047
H -2.93819 -2.11933 6.01394 0.643
C 0.71787 4.15420 5.50161 -1.341
C 0.66397 2.69875 5.97512 0.163
N -0.52624 2.37903 6.78414 0.097
C -1.79938 2.42575 6.05250 -1.496
C -1.90372 1.39968 4.91367 0.913
C -0.23987 1.09010 7.42086 0.216
C -1.32159 0.78611 8.44645 -1.584
H -0.12544 4.40423 4.85373 0.217
H 1.63885 4.36630 4.96000 0.319
H 0.60402 4.81682 6.36039 0.395
H 0.69228 2.02117 5.11044 -0.262
H 1.57673 2.53226 6.54378 0.540
H -2.67216 2.44232 6.70066 0.414
H -1.79803 3.42135 5.60287 0.431
H -1.78977 0.39030 5.31886 -0.351
H -2.91957 1.43158 4.51199 0.454
H -1.17328 1.51496 4.11565 -0.450
H 0.72190 1.15132 7.92560 0.549
H -0.18932 0.27196 6.68501 -0.203
H -1.08551 -0.03275 9.12868 0.459
H -2.32321 0.60297 8.05073 0.243
H -1.46291 1.66339 9.08341 0.401
C 3.12976 6.17588 2.14136 -1.699
C 2.66936 5.55143 0.82230 -0.623
N 1.23701 5.36254 0.65680 0.189
C 0.46223 6.61237 0.60693 -0.834
C 0.86411 7.49598 -0.59051 -1.342
C 0.62092 4.54835 1.71346 -1.394
C 1.33304 3.18918 1.83797 0.412
H 3.01809 5.55580 3.02770 0.216
H 2.62848 7.13142 2.32880 0.312
H 4.15184 6.55030 2.04738 0.470
H 2.98935 6.16247 -0.02383 0.649
H 3.19874 4.61202 0.64379 0.231
H -0.57337 6.30178 0.45276 0.474
H 0.51043 7.22531 1.51212 0.552
H 1.82131 7.96603 -0.36843 0.419
H 0.82409 6.96978 -1.54601 0.060
H 0.16077 8.31471 -0.76417 0.441
H -0.42742 4.34151 1.49901 0.164
H 0.67150 5.09665 2.66289 0.896
H 2.31035 3.24739 2.31743 0.755
H 1.37854 2.62051 0.90850 -0.481
H 0.76493 2.55532 2.52912 -0.466
C 1.03576 -0.79045 3.55926 -1.542
C 1.33462 -0.71957 2.06633 2.821
N 2.75912 -0.79347 1.82352 -0.018
C 2.97075 -1.20219 0.42882 -0.231
C 2.61230 -2.68299 0.14779 -1.209
C 3.42897 0.50068 1.97281 0.664
C 4.93437 0.38175 2.21526 -1.700
H -0.04197 -0.94511 3.66976 0.043
H 1.39677 0.05692 4.14345 0.157
H 1.54328 -1.65680 3.99064 0.553
H 0.85201 -1.61970 1.67675 -0.629
H 0.84742 0.13391 1.57419 -1.094
H 4.02688 -1.13615 0.17540 0.789
H 2.37607 -0.63203 -0.29885 -0.239
H 3.05921 -2.96040 -0.80804 0.553
H 1.54064 -2.88326 0.10636 -0.321
H 3.07464 -3.28472 0.93326 0.400
H 3.38240 1.15071 1.08461 -0.462
H 3.01339 1.13992 2.75411 0.128
H 5.34073 1.38782 2.33843 0.461
H 5.17197 -0.21211 3.09636 0.365
H 5.42805 -0.02066 1.33048 0.326
```

***

No. 2
DFT (ωB97M-V/def2-TZVPD) results for a molecular structure, C5H13NO2 in a non-equilibrium geometry.

orbital gap = 9.22 eV
LUMO level = 0.095 eV

```
21
Properties=species:S:1:pos:R:3:mulliken_charge:R:1
C -0.19965 2.44212 -1.34878 -0.112
C -1.00800 1.73212 -2.23070 -0.739
O -1.27648 1.41829 0.24005 -0.712
H -1.75577 1.77033 1.00454 0.136
H 0.73691 2.03957 -0.99017 0.223
H -0.44675 3.44991 -1.04426 0.202
H -1.76536 2.26549 -2.79402 0.315
H -1.55929 1.32065 -1.06005 0.387
H -0.60163 0.84266 -2.69705 0.284
C -0.98454 -1.52245 1.81291 -0.839
C 2.39950 -1.96202 0.23830 -1.061
C 1.07570 -1.41060 0.67680 0.870
O 0.88959 -0.15072 0.20167 -0.477
N 0.29019 -2.08828 1.40280 -0.546
H 0.01311 0.25417 0.42187 0.358
H -0.86598 -0.59310 2.38456 0.271
H -1.63607 -1.29639 0.96066 0.309
H -1.49729 -2.24482 2.44762 0.269
H 2.52925 -2.96687 0.63025 0.322
H 2.45503 -1.98026 -0.85236 0.269
H 3.20752 -1.31977 0.59537 0.270
```

***

No. 3
DFT (ωB97M-V/def2-TZVPD) results for C6H11NO in the gas phase in a non-equilibrium geometry.

orbital gap = 9.00 eV
LUMO level = 1.081 eV

```
19
Properties=species:S:1:pos:R:3:mulliken_charge:R:1
C -2.00114 -0.08517 1.14278 -1.192
C -1.73110 0.27411 -0.27393 -0.069
C -0.52986 0.60805 -0.78499 -0.733
C 0.70839 0.92662 -0.00099 0.921
N 1.40561 2.09059 -0.35344 -0.569
O 1.16109 0.09729 1.02621 -0.440
C 1.37041 -0.50930 -0.23401 -0.211
C 0.89575 -1.92495 -0.36873 -1.188
H -2.22713 -1.14796 1.25741 0.267
H -1.12977 0.12762 1.76561 0.292
H -2.86075 0.46673 1.52368 0.380
H -2.59040 0.30267 -0.93098 0.429
H -0.47466 0.96485 -1.80893 0.338
H 0.90135 2.93268 -0.10963 0.261
H 2.36583 2.08697 -0.03346 0.251
H 2.38625 -0.37568 -0.61104 0.382
H -0.09455 -2.03741 0.06135 0.201
H 0.87048 -2.20044 -1.41935 0.334
H 1.57418 -2.59727 0.15241 0.348
```

***

No. 4
DFT (ωB97M-V/def2-TZVPD) results for C18H15N5OS2 in the gas phase in a non-equilibrium geometry.

orbital gap = 8.24 eV
LUMO level = 0.245 eV

```
41
Properties=species:S:1:pos:R:3:mulliken_charge:R:1
C -5.16372 -0.32171 0.99515 -1.560
C -3.85000 0.34786 0.73153 0.908
C -2.73203 0.05052 1.50145 -0.770
C -1.51687 0.66963 1.28094 -0.513
C -1.39906 1.60920 0.26319 0.730
N -0.19448 2.25201 -0.04057 0.050
C 1.03457 1.92981 0.39272 0.382
N 1.33003 1.11870 1.35923 -0.011
N 2.62628 0.92696 1.52046 -0.800
C 3.37110 1.56975 0.69882 0.528
S 5.07614 1.27301 0.52644 -0.186
C 5.03714 -0.56257 0.22611 -0.628
C 3.64932 -1.01938 -0.07065 -0.024
N 3.07508 -0.60597 -1.14141 -0.497
C 1.73968 -0.87035 -1.31135 0.245
C 1.08015 -0.31148 -2.41102 -0.203
C -0.27742 -0.48427 -2.55728 -0.557
C -1.00683 -1.22151 -1.62598 -0.582
C -0.37078 -1.78835 -0.54495 -0.557
C 1.00336 -1.61900 -0.37541 0.531
C 1.68790 -2.17251 0.78906 0.043
O 1.20577 -2.87855 1.64451 -0.686
N 3.03211 -1.80273 0.85668 0.069
S 2.46342 2.59895 -0.41695 -0.207
C -2.51336 1.92400 -0.50934 -0.772
C -3.72163 1.29842 -0.27382 -0.806
H -5.77127 -0.35704 0.09387 0.379
H -5.71830 0.23139 1.75399 0.313
H -5.01429 -1.33433 1.36226 0.369
H -2.80943 -0.68283 2.29032 0.419
H -0.65754 0.42383 1.88095 0.577
H -0.23547 2.90800 -0.80785 0.216
H 5.68841 -0.70795 -0.63399 0.377
H 5.44974 -1.04769 1.10872 0.374
H 1.65900 0.26431 -3.11623 0.493
H -0.78580 -0.04070 -3.40113 0.413
H -2.07226 -1.33982 -1.75053 0.462
H -0.91018 -2.36104 0.19329 0.518
H 3.51733 -2.07289 1.70408 0.241
H -2.42916 2.65596 -1.30082 0.348
H -4.57665 1.55034 -0.88452 0.372
```

***

Which of these has the highest LUMO level? C6H11NO